# 1
{"formula": "C26H60N12PdS", "method": "ωB97M-V with the def2-TZVPD basis set", "elements": ["C", "H", "C", "H", "H", "H", "H", "C", "N", "H", "H", "C", "H", "H", "C", "C", "C", "H", "H", "H", "H", "H", "C", "H", "H", "H", "C", "H", "H", "H", "H", "H", "H", "H", "H", "H", "N", "H", "H", "N", "C", "H", "H", "H", "C", "C", "C", "C", "C", "H", "C", "N", "H", "H", "H", "H", "H", "H", "N", "N", "Pd", "H", "H", "H", "H", "H", "H", "H", "H", "C", "C", "H", "H", "H", "H", "C", "N", "C", "H", "C", "H", "H", "C", "H", "H", "N", "S", "N", "H", "H", "N", "C", "N", "H", "C", "C", "H", "N", "H", "C"], "coordinates": [[13.89820, 7.64630, 15.89470], [18.86407, 12.72930, 12.72864], [9.03255, 10.39358, 12.63832], [13.49900, 8.10331, 12.28081], [8.97604, 9.51258, 17.87254], [10.59772, 8.86152, 19.23490], [10.06416, 5.03587, 9.96536], [11.50726, 8.33916, 16.12801], [17.48749, 8.71798, 13.85542], [19.38605, 7.66898, 12.02900], [10.84880, 11.07218, 9.96491], [11.31488, 5.99692, 12.93053], [13.89456, 6.82047, 8.38748], [11.91467, 6.96147, 12.81453], [10.38803, 4.81328, 11.00164], [14.10155, 7.91523, 11.36032], [13.48086, 6.59160, 9.36491], [6.87503, 5.57733, 13.09101], [11.92709, 9.01391, 6.79107], [7.75321, 8.21722, 10.27916], [9.85500, 3.88804, 11.34646], [8.20133, 4.68596, 12.46582], [11.50147, 10.56589, 15.28127], [13.38441, 8.41168, 7.51926], [6.34123, 7.68783, 11.19136], [9.08287, 9.54287, 16.03378], [11.56495, 10.87069, 10.71010], [11.97253, 8.01077, 18.58919], [14.47023, 7.46301, 16.79033], [9.91260, 8.42738, 7.85633], [12.56195, 6.04359, 9.18654], [6.74454, 4.87351, 11.49625], [8.75416, 8.93194, 14.23653], [12.53384, 10.98604, 15.10480], [7.65318, 8.73679, 12.94390], [12.03964, 11.96202, 12.49548], [11.50743, 9.09553, 15.03474], [10.25872, 10.20952, 8.09802], [16.62222, 13.27472, 11.50585], [10.26963, 5.93559, 11.92319], [12.23962, 8.66338, 9.98227], [16.71686, 8.23967, 14.32828], [17.34773, 12.58954, 13.64946], [10.92923, 12.40704, 14.31162], [9.33288, 6.92420, 11.98424], [7.45659, 5.41030, 12.17600], [8.70083, 9.01670, 13.14088], [10.32002, 9.17275, 8.56049], [17.24596, 10.06204, 13.75552], [12.46773, 11.40029, 10.32336], [17.91528, 12.15090, 12.80496], [9.64685, 7.98924, 12.67723], [14.69521, 8.83219, 11.28042], [9.52088, 11.48007, 14.72779], [10.82166, 5.87884, 13.89279], [8.33326, 11.09754, 13.08650], [8.94831, 10.42104, 11.55467], [20.22430, 6.75761, 13.28045], [13.22493, 7.76314, 10.17708], [18.20266, 10.78442, 13.16982], [11.60088, 8.80596, 13.00006], [11.99034, 7.28369, 7.30698], [12.00921, 5.14148, 12.83440], [14.29256, 5.97382, 9.85889], [9.70361, 9.19576, 9.44640], [11.30626, 5.88269, 17.20278], [17.87634, 12.39070, 10.66007], [10.35112, 7.16187, 18.81022], [14.74196, 7.01660, 11.42135], [7.22750, 7.33194, 10.65824], [10.55029, 11.34146, 14.34811], [14.24966, 6.86951, 15.21768], [13.10557, 5.80816, 17.51266], [10.46989, 12.46108, 11.70483], [12.44504, 5.38144, 15.93558], [12.30747, 6.05496, 16.80570], [11.69202, 8.82926, 8.73655], [17.13370, 12.29413, 11.48064], [19.56468, 8.92416, 14.27723], [12.29942, 8.31726, 7.52681], [14.03866, 8.68787, 15.50342], [18.51897, 6.35366, 12.96429], [11.15000, 11.62814, 11.98535], [8.52732, 8.10264, 16.94949], [18.96282, 10.23910, 12.65831], [12.49383, 7.39467, 16.30052], [15.74115, 10.60413, 14.36235], [10.49366, 10.75812, 13.00994], [11.47066, 4.49360, 10.97455], [6.91039, 6.64995, 9.84038], [11.82455, 9.46242, 10.98422], [19.24837, 7.17997, 13.01546], [8.04359, 6.60466, 11.60965], [11.17164, 10.79195, 16.28823], [10.88388, 8.06986, 18.49782], [18.80677, 8.14448, 14.09484], [18.79752, 7.53873, 15.05859], [10.57848, 8.44162, 17.14117], [16.38504, 11.50156, 11.33754], [9.22433, 8.93700, 16.95666]], "forces_ev_per_angstrom": [[-1.3, 0.6, 0.0], [-0.5, -0.5, 0.1], [2.1, 0.2, 0.4], [0.1, -0.4, -0.1], [0.0, 0.1, -0.7], [-0.1, -0.3, -0.7], [0.0, 0.0, 0.6], [0.5, 0.7, -1.8], [0.0, -0.4, 0.6], [-0.4, -0.3, 0.4], [-1.3, 0.0, -1.1], [0.5, -0.9, -0.2], [0.2, 0.0, 0.0], [-0.3, -0.6, 0.6], [0.2, -0.6, -0.2], [0.0, 0.3, -0.4], [0.9, -0.5, 0.3], [-0.1, 0.4, 0.0], [0.0, -0.2, -0.9], [0.0, -0.4, 0.0], [0.1, 0.7, -0.2], [0.4, -0.1, 0.0], [-0.4, -0.2, -0.7], [-0.2, 0.0, 0.2], [-0.3, 0.1, -0.3], [0.3, -0.4, 0.9], [0.9, -0.1, 0.9], [-0.3, -0.5, 0.1], [0.5, 0.4, 0.6], [-0.3, 0.4, 0.1], [-0.1, -0.5, 0.1], [0.7, 0.6, 0.1], [0.2, 0.5, -0.2], [-0.8, -0.7, 0.3], [0.0, 0.3, -0.4], [0.3, 0.4, 0.0], [1.1, 0.2, 2.8], [-0.2, -1.1, 0.3], [0.0, -0.5, 0.0], [1.2, -1.0, -0.4], [-1.3, 2.4, 2.1], [0.4, 0.4, -0.3], [0.3, -0.3, -0.5], [-0.2, -0.9, -0.1], [0.0, 1.7, 1.9], [-0.9, -0.6, -0.2], [-0.2, -2.1, 0.2], [-0.5, 1.0, -1.4], [-1.5, -0.9, 0.8], [-0.2, -0.5, 0.2], [0.2, 1.1, 0.0], [-1.6, -0.9, -1.3], [0.2, -0.2, -0.1], [0.3, -0.5, 0.2], [0.3, 0.5, 0.5], [-0.1, 0.4, -0.1], [0.0, 0.0, -0.2], [-0.1, 0.0, 0.0], [1.2, -0.4, 0.8], [1.4, -0.8, -0.9], [2.0, 0.4, 0.0], [0.1, 0.3, -0.2], [-0.4, 0.2, -0.2], [-1.4, 0.5, -0.4], [0.3, -0.2, 0.5], [0.2, 0.1, 0.1], [-0.7, -0.5, 0.2], [0.4, -0.1, 0.0], [-0.3, 0.6, 0.1], [0.0, -0.1, 0.5], [0.3, 1.1, -0.2], [-0.2, 0.2, -0.7], [-0.3, 0.0, 0.3], [0.5, 0.0, 0.2], [-0.1, -0.1, 0.4], [0.0, -0.2, -1.1], [0.9, -0.9, 0.1], [0.5, 0.9, 0.1], [-0.4, -0.1, -0.2], [-0.3, 0.7, 0.0], [-0.2, -1.2, 0.2], [0.3, 0.4, -0.3], [-0.8, -1.0, 0.6], [-0.3, -0.2, -0.2], [-1.6, 1.3, 0.9], [0.5, 0.2, 0.0], [1.1, 0.1, -0.6], [-2.7, 1.8, -1.1], [-1.1, 0.6, -0.2], [0.2, 0.5, 0.2], [2.0, -1.2, -1.9], [0.3, -0.1, -0.5], [-0.9, -1.0, -1.1], [0.2, 0.1, 0.6], [0.3, 0.7, 0.7], [0.4, -0.7, 1.2], [-0.2, 0.9, -0.9], [-0.3, 0.4, 0.2], [0.4, 0.3, 0.0], [0.1, 0.5, 0.2]], "mulliken_charge": [-1.251, 0.366, -1.199, -0.482, 0.312, 0.392, 0.317, -0.431, 0.050, 0.259, 0.399, -0.667, 0.394, -0.158, -1.152, -0.255, -1.100, 0.262, 0.469, 0.174, 0.329, 0.319, -0.493, 0.394, 0.384, 0.204, -0.951, 0.354, 0.536, 0.468, 0.335, 0.290, -0.409, 0.102, 0.548, 0.714, 0.575, 0.276, 0.264, 0.794, -0.084, -0.009, 0.407, 0.417, -0.536, -1.113, -0.267, -1.113, 0.168, 0.196, -0.738, 0.767, 0.354, 0.329, 0.364, 0.517, 0.365, 0.371, 0.571, -0.148, -1.140, 0.334, 0.511, 0.218, 0.069, 0.435, 0.333, 0.376, 0.069, -0.991, -1.317, 0.376, 0.240, 0.163, 0.299, -1.253, 0.265, -0.641, 0.399, -1.371, 0.043, 0.266, -1.405, 0.322, 0.273, 0.679, -0.343, 1.090, 0.343, 0.295, 0.781, -1.003, 0.595, 0.361, -1.347, -0.609, 0.302, 0.302, 0.044, -0.911], "multiplicity": 1, "lumo_ha": 0.0245, "e_homo_ev": -3.369, "e_above_lowest_kcal_mol": 0.0, "charge": 0}

# 2
{"formula": "FH2O3PS", "method": "ωB97M-V with the def2-TZVPD basis set", "elements": ["O", "H", "P", "F", "O", "O", "H", "S"], "coordinates": [[-1.72362, -0.54542, 0.58943], [0.68697, -1.14866, 0.23363], [-0.11235, -0.64775, -0.72139], [-1.89942, 1.78715, 0.82010], [-2.06935, 0.86369, -1.38884], [-3.91910, 0.53371, 0.24473], [0.10939, 0.80999, -0.60943], [-2.54097, 0.54721, -0.02699]], "forces_ev_per_angstrom": [[2.1, -1.0, -1.5], [1.0, -0.2, 1.7], [-2.7, 1.6, -0.5], [-0.8, -0.9, -0.5], [-1.1, -0.9, 2.1], [-0.3, -0.4, 0.5], [0.4, -1.5, 0.3], [1.3, 3.4, -2.2]], "mulliken_charge": [-0.457, 0.074, 0.251, -0.245, -0.578, -0.499, 0.130, 1.324], "multiplicity": 1, "lumo_ha": -0.0567, "e_homo_ev": -11.382, "e_above_lowest_kcal_mol": 48.6, "charge": 0}

The records above give, respectively, gap between HOMO and LUMO values of 4.0 9.8 eV.
The records above give, respectively, maximum force values of 3.44 4.26 eV/A.